{
  "formula": "C18H19BiCl3N2OSe",
  "method": "ωB97M-V/def2-TZVPD",
  "gap_ev": 6.7,
  "total_charge": 1,
  "lumo_energy_ha": -0.171,
  "species": ["Bi", "Se", "Cl", "Cl", "Cl", "O", "N", "N", "C", "C", "C", "C", "C", "C", "C", "C", "C", "C", "C", "C", "C", "C", "C", "C", "C", "C", "H", "H", "H", "H", "H", "H", "H", "H", "H", "H", "H", "H", "H", "H", "H", "H", "H", "H", "H"],
  "positions_angstrom": [[-1.345, -1.185, -0.177], [-2.355, -0.188, -2.305], [2.423, -3.424, 0.712], [5.720, 0.829, 0.880], [0.892, 1.241, -1.444], [0.636, -1.650, -0.701], [-1.490, 1.475, 4.065], [-1.270, 0.396, 1.784], [0.406, -2.025, -4.929], [2.080, 0.297, -0.617], [-0.782, -0.328, -6.137], [3.287, 0.877, -0.269], [-0.381, 2.085, 3.345], [-0.205, 1.409, 1.952], [-2.727, 1.670, 3.321], [3.964, -1.208, 0.721], [1.779, -1.038, -0.331], [-1.123, -0.629, 2.847], [0.176, -1.330, -6.106], [-0.315, -1.732, -3.780], [-2.590, 1.057, 1.896], [2.759, -1.774, 0.350], [-1.246, 0.052, 4.238], [-1.240, -0.700, -3.819], [4.223, 0.119, 0.413], [-1.482, 0.006, -4.989], [0.762, 0.911, 1.871], [-2.940, 2.737, 3.264], [-2.217, 0.801, -4.999], [0.525, 1.978, 3.941], [1.147, -2.813, -4.900], [3.506, 1.899, -0.543], [4.705, -1.801, 1.239], [-3.539, 1.196, 3.871], [-0.150, -1.111, 2.724], [-1.902, -1.386, 2.719], [-2.073, -0.375, 4.805], [-0.982, 0.204, -7.058], [0.738, -1.575, -6.996], [-0.286, 2.137, 1.150], [-0.587, 3.149, 3.232], [-2.651, 1.824, 1.124], [-0.334, -0.080, 4.820], [-0.143, -2.313, -2.891], [-3.374, 0.317, 1.709]]
}